DFT (ωB97M-V with the def2-TZVPD basis set) results for C3H6F3O3P as an isolated structure.

The geometry in XYZ format:
```
16
Properties=species:S:1:pos:R:3:forces:R:3
C -0.1674 -1.0268 1.7961 -1.6 -1.4 -2.1
C 1.7969 2.5866 -0.2252 0.9 -2.3 1.9
C -0.8669 -1.6236 -1.9112 1.5 1.1 -1.7
O -0.5456 1.8911 1.8086 0.3 0.2 0.1
O -0.5895 -0.3535 0.5941 -0.2 2.3 -0.8
O 0.8299 2.1276 -0.7481 -1.0 0.5 -1.8
F -0.0013 -2.5754 -1.6088 0.8 -0.3 0.4
F -0.9990 -1.6633 -3.2661 -0.5 -0.1 0.2
F -1.9608 -1.8609 -1.3066 -3.1 -1.2 0.8
P -0.8909 1.2993 0.5082 -0.8 -2.0 0.5
H -0.7406 -2.0278 1.5742 2.0 1.2 1.1
H -0.6909 -0.5351 2.5887 0.4 0.2 1.0
H 0.9388 -0.9680 1.7871 -0.8 -0.7 0.6
H 2.1101 1.9752 0.6736 0.4 1.3 -0.2
H 2.3898 3.3792 -0.6361 0.3 0.8 -0.2
H -0.6125 -0.6246 -1.6285 1.2 0.4 0.0
```
Positions in Å, forces in eV/Å.

As for the gap between HOMO and LUMO: 9.6 eV. As for the maximum force: 0.067 Eh/bohr. Its energy above the lowest of the compared OMol25 structures with the same formula, charge and spin is 192.44 kJ/mol. The spin multiplicity is 1.

---

DFT (ωB97M-V with the def2-TZVPD basis set) results for C3H6F3ORh as an isolated structure.

The geometry in XYZ format:
```
14
Properties=species:S:1:pos:R:3:forces:R:3
H 0.9145 1.1276 0.9001 0.6 -2.4 0.7
C 0.4624 0.4743 0.1377 -2.0 2.5 -3.8
F -0.9604 1.0393 0.6641 1.7 -1.0 -1.1
F 1.0707 1.0628 -0.9235 -1.5 0.1 0.6
F 0.1156 -0.7159 -0.4014 0.8 1.3 2.8
Rh -1.2357 0.4528 3.4354 0.0 0.1 -0.4
C 2.5813 0.9812 3.1057 0.6 0.8 1.2
O 2.1968 0.0048 2.1787 -2.9 -1.2 -0.9
C 0.9248 -0.5775 2.4306 3.4 -1.9 1.2
H 3.5100 1.4415 2.7451 -0.3 -0.3 0.1
H 1.8142 1.7688 3.2253 0.3 -0.3 -0.2
H 2.7531 0.5193 4.0936 0.0 0.1 -0.3
H 0.6488 -1.4560 1.8294 0.3 1.0 -1.4
H 1.1504 -1.2146 3.3148 -0.8 1.0 1.4
```
Positions in Å, forces in eV/Å.

As for the gap between HOMO and LUMO (spin up / spin down): 8.4 / 7.2 eV. As for the expectation value of S²: 8.756. As for the maximum force: 0.097 Eh/bohr. The spin multiplicity is 6. Its net charge is +1.

---

DFT (ωB97M-V with the def2-TZVPD basis set) results for C3H6F6KO3P as an isolated structure.

The geometry in XYZ format:
```
20
Properties=species:S:1:pos:R:3:forces:R:3
K -0.9219 1.0308 1.1012 -0.3 0.1 0.1
P -6.1547 3.0696 3.9917 0.3 -0.7 0.0
F -6.6679 1.5502 4.4602 1.2 1.1 0.4
F -6.1671 2.4711 2.4544 1.0 0.5 0.4
F -7.6802 3.4379 3.8034 -1.0 0.4 0.3
F -5.7784 4.5701 3.4824 0.7 -0.6 -0.6
F -6.1030 3.6767 5.4919 -0.3 -1.0 0.0
F -4.5106 2.6566 4.1873 -1.6 0.1 -0.7
C 2.8200 -1.7691 -4.6063 -0.7 0.4 -1.3
O 3.7757 -2.1263 -3.6355 0.8 -0.2 -2.7
C 3.6404 -1.7487 -2.4387 -3.1 0.2 4.6
O 2.5972 -1.2690 -1.9151 2.8 -0.6 -1.4
O 4.7183 -2.1754 -1.7660 -0.1 0.5 2.2
C 4.6367 -2.0850 -0.2613 0.8 -0.2 -1.0
H 2.0863 -2.5650 -4.7337 0.1 0.0 0.1
H 3.3512 -1.6151 -5.5456 0.1 -0.4 0.1
H 2.2952 -0.8278 -4.4431 0.1 -0.1 0.7
H 5.6257 -1.8693 0.1430 0.1 0.8 -0.7
H 4.5418 -3.0697 0.1965 -1.1 -0.2 -0.6
H 3.8951 -1.3425 0.0333 0.1 -0.4 -0.1
```
Positions in Å, forces in eV/Å.

As for the gap between HOMO and LUMO: 8.0 eV. As for the maximum force: 0.108 Eh/bohr. Its energy above the lowest of the compared OMol25 structures with the same formula, charge and spin is 185.12 kJ/mol. The spin multiplicity is 1.